No. 1
{"formula": "C30H36BaBrN6O2", "method": "ωB97M-V/def2-TZVPD", "gap_ev": 8.7, "lumo_ha": -0.0734, "total_energy_ev": -115466.15993, "relative_energy_kcal_mol": 6.70, "charge": 1, "elements": ["Ba", "C", "C", "C", "C", "C", "C", "C", "N", "N", "C", "C", "C", "C", "C", "C", "N", "C", "C", "C", "C", "C", "C", "N", "H", "H", "H", "H", "H", "H", "H", "H", "H", "H", "H", "H", "H", "H", "H", "H", "H", "H", "H", "H", "N", "C", "C", "C", "C", "N", "H", "H", "H", "H", "H", "H", "H", "H", "H", "H", "H", "H", "Br", "C", "C", "C", "C", "C", "C", "C", "O", "O", "H", "H", "H", "H"], "coordinates": [[-0.11621, 0.86331, 0.08567], [-3.33177, -0.24815, 1.42068], [-3.33133, 1.25526, 1.77216], [-2.40046, 1.68027, 2.88415], [-2.89088, 2.16976, 4.08892], [-2.00032, 2.59819, 5.06052], [-0.64001, 2.52898, 4.81237], [-0.23130, 2.01162, 3.59421], [-1.08612, 1.59461, 2.66668], [-2.63631, -0.58605, 0.16877], [-2.21169, -1.98318, 0.10540], [-1.35438, -2.45473, 1.25869], [-1.69831, -3.62406, 1.92481], [-0.90103, -4.07284, 2.96720], [0.21035, -3.33025, 3.32181], [0.47742, -2.17274, 2.60671], [-0.27165, -1.74486, 1.59582], [-3.44592, -0.24215, -0.99619], [-2.75020, -0.04767, -2.33123], [-3.49094, -0.19590, -3.50017], [-2.92170, 0.16580, -4.70866], [-1.62549, 0.65767, -4.72835], [-0.94290, 0.72879, -3.52668], [-1.48978, 0.37279, -2.36598], [-4.36712, -0.61355, 1.36440], [-2.85699, -0.80389, 2.22990], [-4.34149, 1.53596, 2.07217], [-3.10834, 1.85792, 0.88502], [-3.95768, 2.22902, 4.25637], [-2.36901, 2.99029, 5.99892], [0.08707, 2.86634, 5.53668], [0.82315, 1.93737, 3.34904], [-1.65349, -2.10792, -0.82562], [-3.08827, -2.64805, 0.05951], [-2.58382, -4.17250, 1.63366], [-1.15197, -4.98227, 3.49615], [0.85895, -3.62993, 4.13216], [1.33876, -1.56253, 2.85522], [-3.94571, 0.70598, -0.77896], [-4.24892, -0.98306, -1.13668], [-4.50715, -0.56545, -3.46082], [-3.49049, 0.07506, -5.62430], [-1.15534, 0.97775, -5.64684], [0.07710, 1.09920, -3.48862], [0.71491, -2.16610, -1.95525], [2.09631, -2.62295, -2.17072], [2.98481, -1.47911, -2.64805], [2.88285, -0.23634, -1.77001], [3.39231, -0.45302, -0.35323], [2.90245, 0.58658, 0.55938], [0.13768, -2.96659, -1.72232], [0.34122, -1.79558, -2.82538], [2.16260, -3.44335, -2.89347], [2.46198, -3.01724, -1.22073], [2.70344, -1.21310, -3.67131], [4.01741, -1.83228, -2.70199], [1.82677, 0.04724, -1.75261], [3.41735, 0.59619, -2.23350], [4.48678, -0.50940, -0.37905], [3.03249, -1.40980, 0.03047], [3.10932, 1.51808, 0.20709], [3.36455, 0.50856, 1.45757], [-2.62886, 5.92749, -5.04803], [-1.13006, 5.68886, -3.91520], [0.02459, 6.42339, -4.14313], [1.12331, 6.22906, -3.32070], [1.07482, 5.30143, -2.29057], [-0.09047, 4.58175, -2.06646], [-1.20348, 4.78111, -2.87606], [-0.15673, 3.54178, -0.98444], [0.93021, 3.08234, -0.53031], [-1.27409, 3.08944, -0.63435], [0.06007, 7.13677, -4.95474], [2.02433, 6.80339, -3.48980], [1.93393, 5.12938, -1.65727], [-2.10601, 4.22049, -2.67654]], "forces_ev_per_a": [[0.32, -0.78, 0.30], [-0.09, -0.18, 0.06], [-0.22, 0.06, -0.05], [-0.02, -0.04, 0.12], [-0.01, 0.01, -0.04], [-0.04, 0.01, 0.02], [0.06, -0.05, -0.07], [-0.11, 0.06, 0.25], [0.06, -0.17, -0.47], [0.58, 0.37, 0.01], [-0.22, -0.13, 0.02], [-0.01, -0.10, 0.10], [0.04, 0.00, 0.02], [-0.02, 0.01, -0.03], [0.03, 0.05, -0.02], [0.07, -0.06, 0.05], [-0.22, 0.25, -0.25], [-0.26, 0.00, 0.04], [-0.06, -0.08, -0.12], [0.00, 0.02, 0.01], [-0.05, -0.01, 0.00], [0.08, 0.00, 0.05], [-0.13, -0.06, -0.23], [0.13, 0.09, 0.55], [-0.01, 0.04, 0.05], [0.03, 0.02, -0.02], [0.00, 0.02, -0.04], [0.07, -0.01, 0.00], [-0.01, 0.00, -0.01], [0.00, 0.00, 0.01], [0.00, 0.00, 0.01], [0.02, 0.00, 0.01], [-0.02, -0.01, -0.02], [0.02, 0.01, -0.09], [-0.01, 0.00, -0.01], [0.00, -0.01, 0.01], [0.00, -0.01, 0.01], [0.01, 0.01, 0.00], [0.02, 0.00, -0.01], [-0.01, 0.02, 0.03], [0.00, 0.00, 0.02], [0.01, 0.00, -0.01], [0.01, 0.00, -0.01], [0.01, -0.01, 0.00], [-0.03, 0.04, -0.01], [0.06, -0.05, -0.01], [0.00, -0.01, 0.00], [-0.04, 0.04, -0.06], [0.08, -0.08, -0.03], [-0.28, 0.17, 0.02], [0.01, 0.01, 0.01], [-0.02, -0.03, 0.00], [-0.01, 0.02, 0.00], [0.00, -0.01, -0.01], [-0.01, 0.01, 0.00], [0.01, 0.00, 0.02], [0.06, 0.08, 0.04], [0.01, 0.00, 0.02], [-0.02, -0.01, 0.01], [0.00, 0.00, -0.01], [0.06, -0.03, -0.05], [-0.01, 0.02, 0.00], [-0.01, 0.00, -0.01], [0.08, 0.01, 0.02], [-0.10, 0.01, -0.07], [0.05, -0.03, 0.06], [0.04, 0.02, -0.04], [-0.08, 0.01, 0.02], [-0.03, -0.02, 0.07], [0.07, 0.05, -0.26], [0.52, 0.34, -0.01], [-0.43, 0.08, 0.03], [0.00, 0.00, 0.00], [0.00, 0.01, -0.01], [-0.01, -0.02, 0.02], [-0.01, 0.01, -0.03]]}


No. 2
{"formula": "C30H36Br2CrN8O5S2", "method": "ωB97M-V/def2-TZVPD", "gap_ev": [5.6, 5.5], "s_squared": 0.76, "spin_multiplicity": 2, "lumo_ha": [-0.1462, -0.1498], "total_energy_ev": -244028.04400, "relative_energy_kcal_mol": 23.45, "charge": 1, "elements": ["Cr", "Br", "C", "C", "C", "N", "C", "C", "C", "C", "C", "Br", "C", "C", "N", "H", "H", "H", "H", "H", "H", "C", "C", "N", "C", "C", "N", "C", "O", "O", "C", "O", "O", "H", "H", "H", "H", "H", "N", "C", "S", "C", "C", "C", "N", "C", "C", "H", "H", "H", "H", "H", "H", "C", "C", "C", "O", "H", "H", "H", "H", "H", "H", "H", "C", "N", "C", "C", "S", "N", "C", "C", "H", "H", "H", "H", "H", "H", "H", "H", "H", "H", "H", "H"], "coordinates": [[0.93356, 0.72550, 0.18673], [1.36737, 1.04049, 6.79808], [1.27154, 0.90396, 4.92341], [0.99127, -0.31719, 4.32701], [0.92823, -0.36364, 2.94739], [1.13737, 0.70384, 2.17958], [1.38835, 1.89327, 2.75691], [1.46638, 2.02651, 4.13469], [1.52842, 2.99265, 1.79366], [1.83495, 4.29874, 2.14634], [1.92461, 5.26202, 1.15909], [2.33744, 7.04366, 1.59051], [1.70304, 4.89779, -0.16685], [1.40572, 3.58323, -0.43396], [1.32347, 2.63064, 0.50426], [0.82188, -1.20760, 4.91376], [0.68954, -1.28542, 2.42758], [1.66679, 2.98216, 4.59645], [1.98852, 4.56914, 3.18082], [1.74881, 5.63320, -0.95636], [1.21480, 3.26157, -1.45008], [4.64187, 2.37346, 0.11034], [4.28314, 0.93059, 0.16235], [3.08172, 0.36374, 0.12459], [3.29424, -0.99857, 0.16635], [4.62812, -1.25460, 0.23269], [5.22829, -0.02636, 0.22862], [5.45195, -2.49334, 0.29849], [4.79621, -3.62395, 0.28152], [6.65182, -2.38719, 0.36407], [2.11366, -1.89887, 0.09943], [2.27589, -3.11832, 0.13047], [1.01436, -1.26224, 0.01368], [3.77101, 2.99161, -0.06495], [5.35984, 2.54699, -0.69191], [5.10962, 2.68546, 1.04591], [6.23263, 0.08850, 0.25848], [3.80116, -3.50184, 0.21722], [-1.07724, -0.04728, -6.58878], [0.16674, 0.05975, -6.10190], [1.46377, 0.01426, -7.12556], [0.32487, 0.24477, -4.63736], [-0.73877, 0.51006, -3.77650], [-0.50827, 0.71681, -2.43042], [0.70962, 0.69156, -1.87831], [1.73522, 0.42188, -2.70408], [1.59011, 0.19176, -4.05236], [-1.17986, -0.16037, -7.58282], [-1.90135, -0.05569, -6.01340], [-1.75732, 0.57309, -4.13426], [-1.32183, 0.90350, -1.74413], [2.72019, 0.39908, -2.26153], [2.45076, -0.02822, -4.66548], [-2.04066, 2.94856, 0.99387], [-1.78740, 1.46711, 1.29672], [-3.09716, 0.68613, 1.25482], [-0.84689, 0.95489, 0.39839], [-2.66949, 3.38830, 1.76745], [-2.53390, 3.05004, 0.02561], [-1.09581, 3.49381, 0.95636], [-1.39611, 1.39573, 2.32864], [-3.53093, 0.72621, 0.25354], [-3.80552, 1.10905, 1.96870], [-2.91336, -0.35541, 1.50614], [-3.81856, -2.08953, -2.16501], [-4.10895, -2.74935, -0.90726], [-5.52687, -2.79030, -0.57864], [-3.14030, -2.94972, 0.02359], [-1.58232, -2.31409, -0.14138], [-3.49771, -3.67809, 1.12127], [-4.30852, -4.88448, 1.00120], [-2.63875, -3.69680, 2.29256], [-4.49422, -2.47849, -2.92921], [-2.79062, -2.27785, -2.45478], [-3.96079, -1.00577, -2.07932], [-5.99645, -1.87104, -0.93452], [-5.66870, -2.84798, 0.49748], [-6.02999, -3.63456, -1.05599], [-4.73253, -4.97527, 0.00645], [-5.11255, -4.88312, 1.73961], [-3.67922, -5.76118, 1.17898], [-2.24733, -2.70266, 2.48360], [-1.79308, -4.37917, 2.16688], [-3.23964, -4.01952, 3.14479]], "forces_ev_per_a": [[-1.94, -0.96, 0.10], [0.00, 0.01, -0.22], [-0.04, -0.22, 0.13], [0.04, 0.21, 0.13], [-0.04, -0.22, -0.11], [0.06, 0.15, 0.77], [-0.05, -0.55, 0.35], [0.06, 0.24, -0.14], [0.08, 0.24, -0.52], [-0.06, -0.11, 0.25], [0.00, 0.08, -0.30], [-0.05, -0.24, -0.01], [0.02, 0.35, 0.34], [-0.21, -0.35, -0.25], [0.57, 1.44, 0.54], [0.00, 0.00, 0.00], [0.00, 0.04, -0.04], [-0.01, 0.00, 0.00], [0.02, -0.01, -0.01], [0.01, -0.06, -0.05], [0.01, -0.05, 0.01], [0.08, -0.03, 0.09], [-0.02, -0.03, -0.03], [0.17, 0.18, -0.12], [0.05, -0.04, -0.03], [-0.15, -0.02, 0.00], [-0.01, -0.01, 0.00], [-0.01, -0.04, 0.00], [0.35, -0.16, 0.02], [0.02, 0.06, 0.00], [0.19, -0.08, -0.01], [-0.22, 0.09, -0.01], [0.31, 0.24, 0.15], [-0.01, 0.01, -0.03], [-0.02, 0.04, 0.00], [-0.01, 0.01, 0.00], [0.00, 0.00, 0.01], [-0.18, 0.05, -0.01], [-0.14, 0.04, 0.33], [0.38, -0.10, -0.87], [-0.16, 0.03, 0.29], [-0.01, 0.13, 0.68], [0.14, -0.05, -0.35], [-0.17, 0.04, 0.26], [0.02, -0.11, -0.74], [0.02, 0.06, 0.03], [-0.12, -0.04, -0.19], [-0.03, -0.01, -0.02], [0.04, -0.05, -0.03], [-0.01, 0.03, 0.10], [0.00, -0.04, 0.00], [0.00, -0.05, 0.03], [0.04, 0.03, -0.02], [0.24, -0.27, 0.00], [-0.23, 0.53, 0.67], [0.30, -0.09, -0.08], [1.11, -0.28, -0.85], [-0.04, 0.04, -0.05], [-0.03, 0.03, 0.01], [-0.08, 0.09, 0.03], [0.02, 0.00, -0.11], [0.00, -0.01, 0.00], [0.02, 0.05, -0.02], [-0.05, -0.09, -0.04], [0.05, -0.08, 0.00], [-0.16, -0.08, 0.05], [-0.06, 0.10, -0.02], [0.59, 0.30, -0.12], [-0.58, -0.26, 0.06], [-0.15, -0.04, 0.08], [0.03, -0.07, -0.02], [0.00, -0.02, -0.04], [-0.01, 0.03, 0.03], [0.04, -0.04, 0.00], [-0.01, -0.01, 0.00], [0.00, 0.01, -0.01], [0.00, 0.00, -0.05], [-0.04, 0.04, 0.02], [0.05, -0.04, 0.07], [-0.04, -0.03, -0.04], [0.00, 0.00, 0.01], [0.01, 0.03, 0.00], [0.00, 0.00, -0.01], [0.01, -0.02, -0.03]]}


No. 3
{"formula": "C30H36CsN13O6S3", "method": "ωB97M-V/def2-TZVPD", "gap_ev": 6.4, "lumo_ha": 0.1193, "total_energy_ev": -96409.81690, "relative_energy_kcal_mol": 18.30, "charge": -2, "elements": ["Cs", "C", "C", "N", "C", "S", "N", "N", "C", "C", "C", "C", "C", "C", "C", "N", "H", "H", "H", "H", "H", "H", "H", "H", "H", "H", "H", "H", "H", "C", "C", "N", "N", "C", "S", "N", "N", "H", "H", "H", "H", "H", "H", "C", "C", "C", "C", "C", "C", "O", "N", "C", "O", "N", "C", "O", "H", "H", "H", "H", "H", "H", "H", "H", "H", "H", "H", "O", "S", "O", "O", "C", "N", "C", "C", "C", "N", "C", "C", "C", "N", "C", "C", "H", "H", "H", "H", "H", "H"], "coordinates": [[-0.35561, 0.78389, 1.10027], [-7.43459, 2.68370, 2.84266], [-6.57897, 1.55166, 3.41119], [-5.18667, 1.89724, 3.57401], [-4.29156, 1.90377, 2.53233], [-2.73098, 2.53462, 2.82605], [-4.76841, 1.47421, 1.38514], [-3.87970, 1.18790, 0.41333], [-4.24209, 1.48775, -0.78462], [-5.48610, 2.28250, -1.10023], [-3.43030, 0.98527, -1.90892], [-3.73555, 1.31835, -3.23280], [-3.00542, 0.76261, -4.26997], [-1.98862, -0.13028, -3.98314], [-1.74477, -0.40844, -2.64637], [-2.42137, 0.13537, -1.64087], [-8.46637, 2.35184, 2.69737], [-7.02880, 2.99904, 1.88187], [-7.43876, 3.54177, 3.51892], [-6.63288, 0.68903, 2.74924], [-6.96944, 1.24747, 4.38634], [-4.91302, 2.46442, 4.35653], [-5.87782, 2.70076, -0.17895], [-6.25352, 1.64353, -1.54926], [-5.26573, 3.09527, -1.79479], [-4.54627, 1.99600, -3.45532], [-3.24105, 1.02009, -5.29584], [-1.39814, -0.59873, -4.75864], [-0.96516, -1.10512, -2.35734], [-3.34534, -4.06497, -1.77885], [-3.67643, -3.85724, -0.34864], [-4.64852, -4.41405, 0.30039], [-4.54064, -3.88687, 1.56673], [-3.51981, -3.01710, 1.72172], [-3.02828, -2.16827, 3.05025], [-2.97345, -3.00674, 0.46179], [-1.88028, -2.25117, 0.05282], [-4.03621, -4.78925, -2.20204], [-2.32097, -4.42297, -1.88036], [-3.41713, -3.12056, -2.32014], [-5.18273, -4.15108, 2.28976], [-2.18402, -1.27757, -0.04259], [-1.20324, -2.31454, 0.81297], [1.48849, 1.08659, 5.46323], [2.76151, 1.72057, 4.90749], [3.41753, 0.89493, 3.78836], [4.66254, 1.63337, 3.26406], [5.36502, 0.90618, 2.11903], [3.86795, -0.42996, 4.36771], [4.61264, -0.50867, 5.33050], [3.40900, -1.53518, 3.72507], [2.48781, -1.57366, 2.64628], [2.18767, -2.68706, 2.23927], [2.01244, -0.41880, 2.13885], [2.41723, 0.76299, 2.62434], [2.00792, 1.83159, 2.14887], [1.07278, 1.69594, 6.26664], [1.68628, 0.09017, 5.86525], [0.72190, 0.99800, 4.69077], [3.49912, 1.84214, 5.70366], [2.53467, 2.70306, 4.49226], [5.34718, 1.76771, 4.10442], [4.32912, 2.61716, 2.93084], [5.71692, -0.07864, 2.43397], [6.22944, 1.47178, 1.76959], [4.68804, 0.77202, 1.27291], [3.70007, -2.43819, 4.06848], [7.42307, -2.86839, -6.79190], [7.33746, -2.59370, -5.36894], [6.66536, -3.61442, -4.59398], [8.55420, -2.06851, -4.77084], [6.23552, -1.13852, -5.28922], [6.49640, -0.16553, -6.16926], [5.70937, 0.89605, -6.11522], [4.66028, 1.01236, -5.22023], [4.46505, -0.05106, -4.35022], [5.26144, -1.11748, -4.38618], [3.37151, -0.05779, -3.33751], [3.36277, -0.98833, -2.30523], [2.32856, -0.96322, -1.37799], [1.30783, -0.10421, -1.43988], [1.32375, 0.78582, -2.43089], [2.32018, 0.85407, -3.38551], [5.92971, 1.69593, -6.81694], [4.04652, 1.90092, -5.20169], [4.15975, -1.71658, -2.23712], [2.31177, -1.65779, -0.54413], [0.48895, 1.48035, -2.46826], [2.25192, 1.60289, -4.16270]], "forces_ev_per_a": [[-1.02, 0.12, -0.34], [0.05, -0.05, 0.03], [-0.03, 0.04, 0.01], [-0.09, 0.01, 0.02], [0.15, -0.13, -0.22], [0.08, 0.22, 0.28], [-0.36, 0.03, 0.11], [0.21, -0.03, -0.17], [-0.20, 0.12, 0.04], [0.13, -0.12, 0.00], [0.23, -0.21, 0.02], [-0.02, 0.02, -0.09], [-0.05, 0.04, 0.01], [0.02, -0.01, -0.02], [0.01, 0.03, 0.12], [-0.13, -0.04, -0.07], [0.00, 0.03, 0.00], [-0.01, 0.01, 0.00], [-0.01, 0.01, -0.02], [0.02, -0.03, 0.00], [0.02, -0.01, 0.01], [0.04, -0.02, 0.01], [-0.02, -0.01, 0.01], [-0.03, 0.06, -0.03], [-0.03, 0.01, -0.01], [0.00, 0.01, 0.03], [0.00, 0.00, 0.00], [0.00, 0.00, 0.01], [0.00, 0.02, -0.02], [0.02, 0.04, 0.07], [0.04, 0.02, -0.04], [-0.04, 0.05, 0.08], [0.04, -0.07, -0.01], [-0.21, -0.05, -0.16], [0.07, 0.06, 0.10], [-0.01, 0.10, -0.03], [0.08, -0.15, 0.23], [-0.01, 0.00, 0.00], [0.00, 0.01, -0.01], [0.00, -0.02, -0.02], [0.01, 0.00, 0.00], [-0.02, -0.03, -0.10], [0.06, 0.03, -0.12], [0.08, 0.03, -0.06], [-0.05, -0.05, 0.05], [-0.10, 0.02, 0.01], [0.07, -0.03, -0.08], [-0.08, 0.04, 0.09], [0.00, -0.04, -0.10], [0.01, 0.00, 0.02], [-0.04, 0.03, 0.04], [0.07, -0.18, 0.01], [-0.05, 0.09, -0.03], [0.33, -0.12, 0.15], [0.37, 0.04, 0.15], [0.23, 0.12, 0.10], [-0.01, -0.01, 0.00], [-0.02, 0.00, 0.01], [-0.01, -0.01, 0.02], [0.01, 0.00, 0.00], [0.01, 0.00, -0.01], [0.00, 0.00, 0.01], [-0.01, 0.00, 0.01], [0.01, 0.00, -0.03], [0.00, 0.00, 0.00], [0.03, -0.02, -0.01], [0.01, 0.00, 0.01], [0.01, -0.01, 0.00], [-0.02, 0.05, 0.01], [-0.02, -0.02, 0.04], [0.05, -0.01, -0.01], [-0.08, 0.02, -0.15], [0.00, 0.00, 0.07], [0.06, -0.05, 0.02], [-0.05, 0.07, 0.02], [0.07, 0.02, -0.03], [0.01, -0.07, 0.03], [-0.05, 0.00, 0.02], [0.04, -0.01, 0.03], [-0.04, 0.01, -0.02], [0.16, 0.01, -0.09], [0.00, -0.04, 0.06], [0.01, 0.01, -0.06], [-0.02, 0.00, -0.01], [0.00, 0.00, 0.00], [-0.01, 0.00, 0.00], [0.01, 0.00, -0.01], [0.00, -0.01, 0.00], [0.00, -0.01, -0.01]]}


Number 1 is which compound?
C30H36BaBrN6O2